Arrangement P

ORCA calculation (the ωB97M-V functional and the def2-TZVPD basis) on an isolated molecule of C6H10ClN.

Values from the calculation:
**Structure (SMILES)**: C=C(Cl)/C(C)=C/CN
**Charge**: 0

Each line ends with the Löwdin charge.
Geometry (Å):
C -0.476 -2.613 -0.677  -0.03
C 0.466 -1.680 -0.610  -0.71
Cl 1.945 -2.082 -1.504  0.63
C 0.480 -0.403 0.074  -0.37
C 1.603 -0.180 1.043  -0.08
C -0.626 0.349 -0.117  -0.06
C -0.963 1.710 0.468  -0.30
N -0.898 2.829 -0.448  -0.01
H -1.463 -2.542 -0.236  0.07
H -0.293 -3.655 -1.065  0.08
H 1.405 0.554 1.946  0.11
H 2.544 0.085 0.498  0.08
H 1.730 -1.272 1.550  0.13
H -1.259 0.064 -0.914  0.10
H -2.046 1.565 0.723  0.12
H -0.329 1.875 1.413  0.12
H -0.109 2.721 -1.044  0.05
H -1.712 2.674 -1.100  0.09

***

Arrangement Q

ORCA calculation (the ωB97M-V functional and the def2-TZVPD basis) on a structure of composition C6H10ClN.

Values from the calculation:
**Charge**: 0

Each line ends with the Löwdin charge.
Geometry (Å):
C 2.920 -0.241 -0.705  -0.19
C 1.192 1.215 0.151  -0.23
C -0.177 0.756 -0.234  -0.18
C -1.382 0.283 0.557  -0.55
C -0.115 -0.439 0.768  -0.23
C 1.061 -1.216 0.299  -0.12
H 3.581 0.808 -1.263  0.15
H 3.879 -1.063 -0.346  0.15
H 2.394 -0.566 -1.693  0.07
H 1.300 1.808 1.091  0.13
H 1.838 1.878 -0.454  0.11
H -0.445 0.553 -1.224  0.10
H -1.612 0.920 1.404  0.10
H 0.351 -0.175 1.740  0.15
H 1.116 -1.791 -0.649  0.11
H 1.478 -1.854 1.100  0.12
N 1.965 0.053 0.305  -0.25
Cl -2.861 -0.179 -0.403  0.57

***

Arrangement R

ORCA calculation (the ωB97M-V functional and the def2-TZVPD basis) on an isolated molecule of C6H10ClN.

Values from the calculation:
**Structure (SMILES)**: CC1=C(Cl)N(C)CC1
**Charge**: 0

Each line ends with the Löwdin charge.
Geometry (Å):
C -2.347 -0.510 -0.890  -0.07
C -1.028 -0.403 -0.229  -0.33
C -0.478 0.648 0.421  -0.63
Cl -1.288 2.079 0.987  0.69
N 0.896 0.381 0.873  -0.21
C 1.731 1.547 1.067  -0.15
C 1.293 -0.699 -0.065  -0.17
C 0.018 -1.451 -0.477  -0.13
H -3.087 -0.791 -0.162  0.07
H -2.509 -1.236 -1.694  0.08
H -2.700 0.535 -1.231  0.10
H 2.744 1.041 0.960  0.09
H 1.739 2.318 0.219  0.09
H 1.622 2.108 2.056  0.09
H 1.958 -1.427 0.378  0.11
H 1.613 -0.140 -0.937  0.12
H -0.153 -2.293 0.240  0.13
H -0.023 -1.708 -1.519  0.11

***

Arrangement S

ORCA calculation (the ωB97M-V functional and the def2-TZVPD basis) on an isolated molecule of C6H10ClN.

Values from the calculation:
**Structure (SMILES)**: C=C(C)/C=C(\Cl)CN
**Charge**: 0

Each line ends with the Löwdin charge.
Geometry (Å):
C -1.102 -1.324 -1.845  0.03
C -0.493 -0.164 -1.540  -0.37
C 0.033 0.783 -2.585  -0.06
C -0.362 0.308 -0.146  -0.14
C 0.004 -0.305 0.906  -0.65
Cl 0.507 -1.975 0.934  0.69
C 0.120 0.315 2.319  -0.34
N 1.498 0.394 2.721  -0.03
H -1.247 -1.770 -2.856  0.07
H -1.486 -1.985 -1.026  0.06
H -0.472 1.723 -2.488  0.07
H 1.108 0.921 -2.526  0.08
H -0.110 0.374 -3.578  0.07
H -0.560 1.381 -0.062  0.13
H -0.577 -0.308 2.939  0.11
H -0.305 1.374 2.311  0.13
H 1.904 -0.541 2.829  0.05
H 1.542 0.800 3.693  0.09

***

Which structure loses on stability? arrangement Q does.

***

Arrangement P

ORCA calculation (the ωB97M-V functional and the def2-TZVPD basis) on a structure of composition H30O15.

Values from the calculation:
**Charge**: 0

Each line ends with the Löwdin charge.
Geometry (Å):
O -42.919 -37.613 13.484  -0.05
H -43.798 -37.836 13.323  0.03
H -42.960 -36.642 13.739  0.02
O -38.352 -36.447 11.129  0.09
H -38.878 -36.246 11.722  -0.15
H -37.784 -35.789 10.830  0.10
O -41.244 -34.317 11.335  -0.01
H -42.182 -34.498 11.124  0.09
H -40.975 -35.009 11.847  -0.05
O -41.385 -38.358 15.637  -0.07
H -41.842 -38.215 14.865  -0.07
H -40.438 -38.277 15.411  -0.10
O -39.486 -36.815 9.217  -0.06
H -39.306 -36.818 10.190  -0.05
H -39.194 -37.664 8.973  0.02
O -39.888 -36.301 12.867  -0.07
H -39.689 -36.536 13.803  0.04
H -40.361 -37.117 12.651  0.02
O -37.678 -38.481 12.958  0.02
H -37.862 -37.692 12.414  0.04
H -37.568 -39.255 12.483  0.04
O -42.579 -39.671 11.719  -0.13
H -43.350 -39.662 12.316  0.02
H -42.177 -38.711 11.808  -0.02
O -38.502 -36.378 15.328  -0.03
H -38.144 -35.632 14.905  0.02
H -39.421 -36.020 15.392  0.02
O -42.234 -37.197 10.163  0.13
H -42.558 -37.579 9.362  0.12
H -41.493 -36.712 10.099  0.00
O -39.630 -38.380 14.449  -0.04
H -40.104 -39.198 14.224  0.13
H -38.926 -38.286 13.898  -0.06
O -39.105 -32.951 12.258  -0.09
H -38.619 -33.625 12.754  0.02
H -39.858 -33.279 11.698  0.01
O -43.089 -35.295 14.574  -0.12
H -43.599 -34.608 15.228  0.16
H -42.099 -35.277 14.687  0.03
O -40.950 -38.116 11.548  -0.03
H -41.543 -37.765 10.970  -0.21
H -40.389 -38.715 11.067  0.11
O -40.585 -34.692 15.583  0.01
H -41.072 -34.607 16.329  0.02
H -40.509 -33.807 15.179  0.11

***

Arrangement Q

ORCA calculation (the ωB97M-V functional and the def2-TZVPD basis) on a cluster of 15 separate species, H30O15 in total.

Values from the calculation:
**Charge**: 0

Each line ends with the Löwdin charge.
Geometry (Å):
H 0.365 0.557 0.483  -0.07
H 0.282 -0.638 1.312  0.04
H 3.828 -0.435 0.384  0.00
H 5.089 -1.113 -0.160  0.03
H 2.129 2.380 -1.415  0.10
H 1.042 3.023 -0.610  0.04
H -1.157 -2.998 1.715  0.04
H -0.786 -2.300 3.045  0.08
H -2.317 1.091 -0.146  -0.03
H -1.728 2.335 -0.916  0.07
H -3.207 -0.783 -1.686  -0.08
H -2.675 0.521 -2.301  0.02
H 4.179 1.953 3.201  0.08
H 3.388 1.084 2.225  -0.05
H 1.903 0.748 -0.250  0.00
H 1.835 0.827 1.212  0.01
H -2.999 -2.462 -1.316  0.02
H -1.907 -3.553 -1.254  0.01
H -1.246 4.610 0.083  0.03
H -2.510 5.368 -0.112  -0.02
H -4.450 -0.151 -0.429  0.12
H -3.779 -1.094 0.621  0.07
H 3.409 1.248 -1.406  0.00
H 3.853 0.083 -2.254  0.00
H 1.234 -3.059 -0.128  -0.06
H 0.910 -4.529 -0.059  0.08
H -4.758 -0.221 2.519  -0.03
H -4.131 0.783 1.546  0.05
H 1.911 -2.196 -1.421  0.03
H 2.128 -0.701 -1.920  0.08
O -0.276 0.051 0.887  -0.04
O 4.787 -0.640 0.629  -0.10
O 1.191 2.213 -1.048  -0.03
O -0.713 -2.220 2.061  -0.06
O -2.570 1.868 -0.608  -0.08
O -2.600 -0.433 -2.274  -0.05
O 4.070 1.694 2.248  -0.04
O 2.236 0.354 0.554  -0.04
O -2.842 -3.443 -1.294  -0.05
O -2.177 4.540 -0.093  0.01
O -3.577 -0.449 -0.057  -0.09
O 3.689 1.004 -2.284  -0.01
O 1.289 -3.762 0.445  -0.01
O -4.952 0.399 1.907  -0.01
O 2.607 -1.554 -1.637  -0.06

***

Arrangement R

ORCA calculation (the ωB97M-V functional and the def2-TZVPD basis) on a cluster of 15 separate species, H30O15 in total.

Values from the calculation:
**Charge**: 0

Each line ends with the Löwdin charge.
Geometry (Å):
H -0.120 0.168 0.063  0.06
H -0.120 -1.264 -0.425  0.00
H 4.510 -3.504 0.404  0.00
H 3.070 -4.233 0.543  0.08
H -2.328 -2.362 3.235  -0.07
H -1.218 -2.129 2.272  0.03
H 4.502 0.000 -1.103  0.06
H 3.048 0.374 -1.413  0.00
H 2.063 0.694 -2.977  0.04
H 2.369 1.924 -2.101  0.02
H 1.260 -2.130 1.511  0.06
H 2.767 -2.527 1.837  0.03
H -2.590 3.620 -1.862  0.06
H -1.605 4.360 -0.972  -0.02
H 0.489 0.176 -4.421  0.10
H -0.479 0.088 -3.211  -0.03
H -4.468 -0.656 2.887  0.01
H -2.994 -0.560 3.033  0.01
H -3.703 0.944 0.441  0.06
H -2.993 0.359 1.577  -0.02
H -1.689 2.365 2.929  0.05
H -2.649 3.455 2.337  0.02
H -4.166 -1.476 -1.004  0.03
H -2.939 -1.688 -0.107  0.07
H -2.437 1.368 -0.823  -0.01
H -1.356 0.288 -0.990  0.00
H 3.113 2.467 1.903  0.09
H 4.663 2.465 1.586  -0.01
H 2.616 -1.175 -1.504  0.05
H 1.179 -1.487 -1.714  0.04
O 0.169 -0.730 0.264  -0.01
O 4.101 -4.318 0.643  -0.10
O -1.564 -2.707 2.970  0.02
O 3.939 0.427 -1.773  -0.07
O 1.946 1.720 -2.956  -0.12
O 2.189 -2.256 1.121  -0.10
O -1.681 3.619 -1.493  -0.02
O 0.312 -0.191 -3.523  -0.04
O -3.819 -0.527 3.521  0.01
O -2.931 1.103 1.004  -0.05
O -2.597 2.740 2.954  -0.07
O -3.509 -1.016 -0.543  -0.03
O -2.007 0.815 -1.487  -0.07
O 3.837 2.323 1.195  -0.07
O 1.892 -0.993 -2.139  -0.10

***

Arrangement S

ORCA calculation (the ωB97M-V functional and the def2-TZVPD basis) on a cluster of 15 separate species, H30O15 in total.

Values from the calculation:
**Charge**: 0

Each line ends with the Löwdin charge.
Geometry (Å):
O -0.194 -0.593 0.063  -0.04
H 0.765 -0.563 0.136  0.02
H -0.364 0.199 -0.414  0.00
O -0.666 0.673 2.431  -0.02
H -0.721 0.512 1.473  0.00
H -1.499 0.985 2.621  0.02
O 1.606 -2.956 -0.359  -0.01
H 1.881 -2.236 -0.860  -0.05
H 0.746 -3.067 -0.685  -0.02
O -1.016 -2.153 3.213  -0.02
H -1.329 -1.441 2.659  0.03
H -1.637 -2.874 3.083  0.06
O 1.218 2.443 1.315  -0.03
H 0.686 3.005 0.789  -0.02
H 0.524 1.976 1.788  0.01
O -2.514 -0.021 -2.226  0.00
H -2.838 -0.892 -2.299  0.05
H -3.286 0.519 -2.233  0.05
O -1.102 -2.948 -0.874  -0.03
H -1.243 -2.057 -0.601  -0.01
H -1.604 -3.576 -0.363  0.05
O -0.789 2.908 -0.442  -0.07
H -1.054 2.978 -1.374  0.01
H -0.651 3.844 -0.173  0.11
O -1.403 2.600 -3.003  -0.02
H -2.074 2.627 -3.677  0.07
H -1.274 1.715 -2.708  -0.01
O 2.002 -0.070 3.467  -0.06
H 2.960 -0.153 3.600  0.05
H 1.720 -0.699 2.828  -0.05
O -2.683 1.041 0.254  -0.04
H -2.851 0.602 -0.568  -0.03
H -2.131 1.783 -0.022  -0.01
O 2.362 -1.235 -2.248  -0.04
H 1.937 -0.373 -2.206  -0.01
H 2.923 -0.997 -3.015  0.08
O 1.409 -2.537 2.246  -0.08
H 1.309 -2.563 1.326  -0.06
H 0.494 -2.415 2.644  0.01
O 2.578 0.141 0.441  -0.02
H 2.901 0.518 -0.345  0.01
H 2.198 0.903 0.886  0.00
O 0.769 1.114 -2.037  -0.01
H 0.889 1.411 -2.901  0.04
H 1.026 1.944 -1.612  0.08

***

Which structure loses on stability? arrangement P does.